1.
{
  "formula": "C30H75F4KN2O28P5S4",
  "method": "ωB97M-V/def2-TZVPD",
  "symbols": ["K", "N", "S", "O", "O", "F", "S", "O", "O", "F", "N", "S", "O", "O", "F", "S", "O", "O", "F", "C", "C", "O", "P", "O", "O", "C", "C", "O", "C", "C", "H", "H", "H", "H", "H", "H", "H", "H", "H", "H", "H", "H", "H", "H", "H", "C", "C", "O", "P", "O", "O", "C", "C", "O", "C", "C", "H", "H", "H", "H", "H", "H", "H", "H", "H", "H", "H", "H", "H", "H", "H", "C", "C", "O", "P", "O", "O", "C", "C", "O", "C", "C", "H", "H", "H", "H", "H", "H", "H", "H", "H", "H", "H", "H", "H", "H", "H", "C", "C", "O", "P", "O", "O", "C", "C", "O", "C", "C", "H", "H", "H", "H", "H", "H", "H", "H", "H", "H", "H", "H", "H", "H", "H", "C", "C", "O", "P", "O", "O", "C", "C", "O", "C", "C", "H", "H", "H", "H", "H", "H", "H", "H", "H", "H", "H", "H", "H", "H", "H"],
  "coordinates": [[1.737531, -1.901405, -3.000801], [1.073808, -0.137486, -1.154839], [2.038033, 0.634400, -0.296943], [3.072865, -0.107859, 0.350896], [1.754472, 1.996059, 0.169069], [2.816164, 1.030446, -1.630681], [-0.247570, 0.243014, -0.131026], [-1.046912, 1.324635, -0.671168], [-0.175482, 0.005095, 1.327342], [-1.068585, -1.076544, -0.666077], [-0.549571, -1.642450, -4.481423], [-1.660603, -2.727692, -3.787998], [-2.049490, -3.892784, -4.592343], [-2.629190, -2.220803, -2.783872], [-0.582748, -3.383670, -2.753633], [-1.287845, -1.458750, -5.748025], [-2.553666, -0.773211, -5.681487], [-1.078559, -2.372216, -6.869686], [-0.431914, -0.201941, -6.295084], [0.706185, -4.099321, 2.836907], [1.561762, -3.866755, 1.552701], [2.796535, -4.595734, 1.408466], [3.830116, -4.011966, 0.299117], [3.213874, -3.406017, -0.920159], [4.822062, -3.017480, 1.161061], [5.852106, -2.379203, 0.492176], [6.840377, -1.820271, 1.551432], [4.733385, -5.304339, -0.043682], [4.190741, -6.311879, -0.885521], [4.837557, -7.606339, -0.496369], [-0.093513, -3.358881, 2.818400], [0.154971, -5.039096, 2.869848], [1.246890, -3.956011, 3.772434], [0.923129, -4.200056, 0.734674], [1.727401, -2.797960, 1.417323], [6.322998, -3.097497, -0.178944], [5.414085, -1.531685, -0.035034], [6.256672, -1.050945, 2.056921], [6.989746, -2.483034, 2.403800], [7.751282, -1.391497, 1.133691], [3.126605, -6.482049, -0.721953], [4.345308, -6.208773, -1.959572], [4.665000, -7.962477, 0.519265], [4.634496, -8.387130, -1.229333], [5.905123, -7.396156, -0.561391], [-7.292948, -6.127248, 5.097895], [-7.643639, -4.793635, 4.524343], [-6.566146, -4.310536, 3.778858], [-6.400629, -2.725247, 3.429165], [-7.702973, -1.975695, 3.213799], [-5.525126, -2.100850, 4.622217], [-6.091147, -1.586195, 5.868455], [-6.690365, -0.175867, 5.592828], [-5.391010, -2.892305, 2.177514], [-5.746328, -2.077361, 1.014519], [-4.593766, -1.207075, 0.635614], [-7.276938, -6.984317, 4.424632], [-6.288001, -6.055320, 5.513830], [-7.934954, -6.332589, 5.954495], [-8.564889, -4.876847, 3.947732], [-7.758112, -4.127570, 5.379541], [-6.829972, -2.217106, 6.362593], [-5.157250, -1.437348, 6.410478], [-7.756304, -0.059306, 5.397166], [-6.458058, 0.430965, 6.467974], [-6.189103, 0.348698, 4.779398], [-6.032618, -2.743261, 0.200444], [-6.608307, -1.418814, 1.121280], [-3.661958, -1.707194, 0.371567], [-4.876083, -0.679076, -0.275217], [-4.474994, -0.536453, 1.486643], [1.322896, 2.724666, -7.614429], [2.547571, 1.844455, -7.812834], [3.499107, 2.077407, -6.768118], [3.837003, 0.901897, -5.719862], [2.696775, 0.399229, -4.858260], [5.159313, 1.424635, -4.920815], [6.043187, 0.431485, -4.375669], [5.580248, -0.147752, -3.017093], [4.490199, -0.229541, -6.694782], [3.820082, -1.480079, -7.004359], [4.225190, -1.774020, -8.381247], [0.402909, 2.240851, -7.942543], [1.236772, 2.966895, -6.555184], [1.395756, 3.668617, -8.154562], [2.322409, 0.804129, -8.047619], [2.946026, 2.174985, -8.772044], [6.075365, -0.444811, -5.023105], [7.027022, 0.835917, -4.137785], [4.596835, -0.594615, -3.163064], [6.171184, -1.019182, -2.735135], [5.459978, 0.698817, -2.341118], [4.145646, -2.324205, -6.396437], [2.741475, -1.338528, -6.936077], [5.305918, -1.861049, -8.493260], [3.833038, -2.764972, -8.610012], [3.887867, -1.068433, -9.140492], [-1.327414, 5.173238, -0.148621], [-0.402759, 4.307696, -1.048288], [0.422091, 5.303618, -1.767661], [1.509586, 4.893159, -2.958700], [1.409922, 3.474821, -3.411396], [2.907208, 5.287262, -2.226770], [3.752004, 4.292778, -1.639455], [5.162164, 4.771625, -2.021459], [1.279529, 6.065845, -4.065123], [2.029615, 6.212372, -5.230660], [1.600232, 7.461326, -5.966670], [-1.842457, 6.005595, -0.628214], [-2.136368, 4.645871, 0.356930], [-0.793314, 5.702261, 0.640661], [0.171428, 3.645393, -0.400389], [-1.006952, 3.646420, -1.669370], [3.505106, 4.037046, -0.609053], [3.708786, 3.368567, -2.215713], [5.928513, 4.028402, -1.801420], [5.296850, 4.761058, -3.103050], [5.326262, 5.777613, -1.635260], [3.058398, 6.314727, -4.885366], [1.914546, 5.378334, -5.922932], [0.566198, 7.407377, -6.307194], [1.540874, 8.272055, -5.240516], [2.369293, 7.755379, -6.680936], [-1.957011, 4.770549, 5.282774], [-2.005710, 4.160895, 6.702712], [-2.507587, 2.862819, 6.818940], [-4.110328, 2.314537, 6.667184], [-5.151735, 3.272907, 7.116267], [-4.136422, 1.966122, 5.122559], [-3.304917, 0.883830, 4.637818], [-2.931596, 0.979866, 3.203244], [-4.078197, 0.840372, 7.369515], [-3.595587, 0.821707, 8.685764], [-4.165633, -0.332823, 9.443385], [-1.042171, 5.342860, 5.129019], [-2.114196, 3.951381, 4.581091], [-2.774339, 5.446507, 5.031492], [-0.997979, 4.161094, 7.118113], [-2.507681, 4.836507, 7.395297], [-2.461628, 0.626591, 5.278753], [-3.764056, -0.102971, 4.696984], [-2.775930, 0.087222, 2.597390], [-3.640734, 1.532322, 2.586778], [-2.010339, 1.530158, 3.012028], [-2.507023, 0.855405, 8.730418], [-3.761098, 1.691942, 9.320890], [-3.667051, -1.265199, 9.178471], [-3.904234, -0.066964, 10.467643], [-5.219947, -0.511009, 9.231759]],
  "forces_ev_per_angstrom": [[0.269, 0.125, -0.010], [-5.521, -0.532, 3.082], [7.519, 4.697, -1.393], [-0.588, -0.551, 1.289], [-0.825, -2.260, 0.522], [1.678, 0.616, -0.922], [-4.581, -2.420, -1.148], [1.365, -1.095, 1.230], [0.568, 0.628, -2.982], [0.511, 0.933, 0.780], [-0.381, -3.347, 5.176], [-1.723, -2.227, 4.353], [0.811, 2.633, 0.955], [2.264, -0.438, -3.238], [0.343, 0.251, -0.523], [-1.702, 4.397, -10.166], [-0.299, -1.539, 0.847], [-0.253, 0.286, 2.089], [0.843, -0.116, 0.328], [0.647, 0.112, -0.356], [-1.796, 0.096, 0.105], [1.338, 0.619, -0.548], [-0.165, 0.596, 0.283], [0.532, -0.510, 1.196], [-2.838, -2.846, 0.015], [1.779, 1.021, -0.150], [-1.538, 0.136, 0.192], [-0.308, 1.370, 0.316], [-1.032, -1.638, 0.282], [1.439, -0.194, -0.109], [0.156, 0.298, -0.155], [0.484, -0.297, -0.167], [0.147, -0.058, -0.092], [0.026, 0.196, -0.204], [0.170, 0.012, 0.140], [0.236, 0.190, -0.245], [0.222, -0.044, -0.415], [0.206, 0.581, -0.193], [0.543, -0.611, -0.515], [-0.087, -0.210, 0.054], [-0.275, 0.761, 0.008], [0.186, 0.905, 0.106], [-0.393, 0.181, -0.087], [-0.218, -0.038, 0.108], [0.295, -0.333, 0.051], [0.760, -0.603, 0.736], [-0.509, -0.042, 0.858], [0.889, 1.343, -1.224], [-1.749, 0.098, -0.365], [2.420, -1.580, 0.383], [-0.481, -1.147, -0.727], [0.099, 1.994, -1.551], [0.330, 0.225, 0.619], [-1.600, 1.059, 1.234], [0.188, -0.300, -1.178], [0.117, 0.136, -0.105], [-0.258, 0.217, -0.216], [0.136, -0.020, 0.035], [-0.240, -0.186, -0.147], [0.009, 0.468, -0.147], [-0.618, 0.135, -0.006], [0.353, -0.385, -0.178], [-0.450, -0.219, 0.587], [0.021, -0.687, 0.028], [-0.199, 0.068, 0.189], [0.200, -0.383, -0.094], [0.217, -0.402, 0.165], [-0.097, -0.307, 0.866], [-0.053, -0.233, 0.363], [-0.030, 0.393, 0.143], [0.415, 0.307, -0.379], [-0.364, -0.074, 0.539], [-0.684, 0.694, -1.306], [0.876, -0.767, 1.141], [-0.994, -1.108, 0.773], [2.274, 0.661, -1.725], [-0.994, -0.088, -0.847], [-0.261, -1.581, 1.393], [-1.216, 0.486, -1.206], [-0.554, 0.262, 1.192], [-0.128, 1.096, 0.089], [0.325, -1.090, -1.594], [0.053, -0.116, 0.106], [-0.245, -0.143, 0.064], [0.219, -0.004, -0.040], [-0.092, -0.247, 0.958], [0.906, 0.087, 0.201], [0.510, 0.437, -0.508], [-0.083, 0.498, -0.938], [-0.302, 0.268, 0.091], [0.601, 0.565, 0.383], [0.247, -0.555, 0.593], [0.050, 0.375, 0.637], [-0.018, -0.139, 0.273], [0.099, 0.122, 0.221], [-0.147, -0.055, -0.368], [-0.207, 0.072, 0.205], [0.000, 0.420, 0.172], [-0.902, 1.128, 0.830], [0.890, -0.956, -1.733], [-1.135, -1.006, 1.684], [0.303, 1.984, 0.146], [-1.476, 0.162, -0.808], [1.384, -0.739, -1.982], [-0.064, -0.269, 0.378], [-1.157, -1.092, 2.386], [0.938, 0.172, -0.712], [-0.169, 0.664, 1.248], [0.120, -0.201, -0.805], [0.226, -0.614, -0.133], [0.486, -0.312, 0.086], [0.463, 0.268, -0.315], [0.316, 0.382, -0.562], [0.129, 0.601, 0.062], [-0.863, -0.230, 0.170], [0.114, 0.195, 1.035], [-0.718, 0.471, -0.224], [0.521, -0.163, 0.062], [0.351, -0.118, -0.524], [0.133, -0.427, 0.342], [0.263, -0.303, -0.678], [0.274, 0.168, 0.166], [-0.437, -0.188, -0.414], [-0.744, -0.502, 0.192], [0.209, 1.965, 0.205], [-2.394, -2.291, 0.262], [1.564, 1.588, -0.239], [1.305, -1.283, -0.403], [-0.001, -0.683, 0.185], [0.170, -2.329, 0.065], [0.893, 1.772, -1.898], [0.210, 2.158, -1.121], [0.770, 0.184, 1.515], [0.701, -0.636, -0.166], [0.102, -0.405, -0.160], [0.697, 0.006, -0.254], [-0.213, 0.067, 0.493], [0.181, -0.550, -0.213], [-0.538, 0.018, -0.057], [0.410, 1.158, 0.139], [-1.358, 0.287, 0.383], [-0.123, -0.575, 0.898], [-0.516, 0.100, 0.356], [0.203, 0.184, 0.329], [0.287, -0.690, -0.570], [-1.028, 0.722, -0.728], [0.132, -0.072, 0.056], [-0.605, -0.617, 0.321], [-0.094, 0.480, 0.438]],
  "de_lowest_kj_mol": 581.6,
  "multiplicity": 1,
  "e_tot_ev": -209628.010,
  "lumo_ha": 0.0538,
  "molar_mass_g_mol": 1310.14,
  "charge": -1,
  "orbital_gap_ev": 9.0
}



2.
{
  "formula": "C12H35N3O4",
  "method": "ωB97M-V/def2-TZVPD",
  "symbols": ["C", "C", "C", "O", "C", "N", "H", "H", "H", "H", "H", "H", "H", "H", "H", "H", "H", "C", "C", "C", "O", "C", "N", "H", "H", "H", "H", "H", "H", "H", "H", "H", "H", "H", "C", "C", "C", "O", "C", "N", "H", "H", "H", "H", "H", "H", "H", "H", "H", "H", "H", "O", "H", "H"],
  "coordinates": [[1.913902, 1.867783, -3.693569], [0.675660, 0.980719, -3.427768], [0.920713, 0.241033, -2.075263], [-0.113164, -0.706303, -1.892060], [-0.053850, -1.904282, -2.713004], [-0.567671, 1.756792, -3.519256], [1.871415, 2.177483, -4.775452], [2.810857, 1.226842, -3.401664], [1.917395, 2.777250, -3.093696], [0.638851, 0.244809, -4.224302], [0.980400, 0.899156, -1.168814], [1.919385, -0.286089, -2.050183], [-0.898257, -2.508651, -2.420348], [0.846770, -2.539176, -2.563892], [-0.085788, -1.648437, -3.776063], [-0.710373, 2.388658, -2.764457], [-1.390675, 1.223659, -3.597736], [-2.449943, 4.820733, 1.758035], [-1.284861, 4.006001, 1.279159], [-1.010803, 2.927515, 2.320133], [-0.080833, 1.973912, 1.884726], [1.180429, 2.541833, 1.682903], [-1.384537, 3.503515, -0.103239], [-3.430840, 4.357667, 1.444368], [-2.354845, 5.833073, 1.271668], [-2.627866, 4.940563, 2.826159], [-0.392513, 4.660832, 1.384997], [-1.937764, 2.357352, 2.597678], [-0.656665, 3.342224, 3.300447], [1.347277, 3.380325, 2.330686], [1.284764, 2.888669, 0.694364], [1.800566, 1.723038, 1.944781], [-1.890305, 2.615337, -0.114423], [-1.795482, 4.179839, -0.679072], [1.617739, -2.105163, 1.971821], [0.743470, -3.276675, 2.260522], [0.291266, -3.942135, 0.989393], [-0.438960, -5.149707, 1.286450], [-1.017189, -5.804185, 0.126877], [1.505377, -4.109071, 3.178291], [1.737044, -1.514468, 2.902991], [1.209504, -1.423797, 1.162602], [2.646197, -2.333149, 1.652632], [-0.061277, -2.970920, 2.907734], [1.227315, -4.094276, 0.429809], [-0.403673, -3.214995, 0.522275], [-2.081773, -5.609985, 0.069914], [-0.852268, -6.868208, 0.291911], [-0.525974, -5.500289, -0.781269], [2.422063, -4.379759, 2.794427], [1.014479, -4.994692, 3.330245], [-1.677587, 0.410740, 0.150414], [-1.380580, 0.017790, -0.666790], [-0.966513, 0.619294, 0.753905]],
  "forces_ev_per_angstrom": [[0.031, -0.878, -0.673], [0.595, 0.993, 1.093], [0.580, -0.394, -0.388], [-0.079, -1.316, 0.080], [0.635, 0.725, 0.372], [1.403, 0.144, -0.508], [0.532, -0.352, 1.081], [-0.808, 1.124, -0.833], [-0.074, -0.061, 0.151], [0.008, -0.208, -0.026], [-0.600, -0.226, -0.876], [-0.781, 0.337, -0.407], [-0.372, -0.002, -0.069], [-0.172, 0.686, 0.267], [-0.220, -0.089, 0.099], [0.224, 0.534, 0.777], [-0.865, -1.030, -0.117], [-2.050, 1.061, -1.211], [1.112, 0.156, 0.884], [-1.161, -1.062, 0.625], [-0.752, -0.107, 0.307], [-0.387, -0.631, 0.651], [0.919, -1.205, 1.926], [0.973, 0.400, -0.121], [-0.534, -0.817, 0.636], [0.794, 0.094, 0.200], [-0.323, -0.140, -0.581], [0.578, 0.401, -0.527], [-0.208, 0.208, -0.827], [0.202, 0.436, 0.673], [0.335, 0.266, -1.462], [1.424, -0.371, -0.110], [0.048, 0.247, -0.184], [-0.843, 0.959, -0.922], [0.230, 2.448, -0.639], [0.753, -0.633, 0.969], [-1.125, 0.033, 0.406], [0.454, 0.375, -0.875], [0.652, 0.114, 1.450], [0.664, -1.495, 0.083], [-0.128, -0.190, -0.573], [0.219, -0.666, 0.923], [-0.325, -0.463, 0.017], [-0.903, 0.365, -0.346], [-0.461, -0.379, -0.484], [0.487, -0.350, -0.398], [-0.224, 0.174, -0.039], [-0.112, -0.052, -0.187], [0.217, 0.159, -0.436], [-0.517, 0.279, 0.063], [0.094, 0.357, 0.013], [-1.568, 0.281, 0.343], [0.766, -0.289, -0.194], [0.668, 0.053, -0.074]],
  "de_lowest_kj_mol": 143.0,
  "multiplicity": 1,
  "e_tot_ev": -25669.618,
  "lumo_ha": 0.0274,
  "molar_mass_g_mol": 285.43,
  "smiles": "COC[C@H](C)N.COC[C@H](C)N.COC[C@H](C)N.O",
  "orbital_gap_ev": 9.8
}



| no. | HOMO energy (eV) |
| --- | --- |
| 1 | -7.518 |
| 2 | -9.061 |